Record 1
Formula: C3H7N3O
Source: OMol25
Level of theory: ωB97M-V with the def2-TZVPD basis set

XYZ file:
```
14
C3H7N3O | OMol25 | ωB97M-V with the def2-TZVPD basis set
O 0.446 0.899 -1.559
N -1.145 0.577 0.108
N 1.085 0.092 0.470
N -3.259 -0.325 0.291
C 2.490 -0.030 0.143
C -2.107 -0.333 -0.249
C 0.178 0.554 -0.428
H -1.387 1.228 0.840
H 0.724 -0.338 1.307
H -3.819 -1.092 -0.067
H 2.848 -1.043 0.351
H 3.096 0.685 0.709
H -1.744 -1.050 -0.993
H 2.595 0.175 -0.924
```

E_LUMO = 0.77 eV
HOMO level = -9.43 eV
gap between HOMO and LUMO = 10.2 eV
charge = 0
multiplicity = 1

natural (NBO) population analysis, charges in e, atoms 1 to 8:
1. O -0.5933
2. N -0.6899
3. N -0.6114
4. N -0.7112
5. C -0.4258
6. C 0.2879
7. C 0.7842
8. H 0.4152

***

Record 2
Formula: C9H18LiO13P
Source: OMol25
Level of theory: ωB97M-V with the def2-TZVPD basis set

XYZ file:
```
42
C9H18LiO13P | OMol25 | ωB97M-V with the def2-TZVPD basis set
P -2.667 -3.663 -0.166
O -1.218 -0.086 1.266
O 2.197 -0.939 1.889
O -3.228 -4.958 -0.640
O -3.415 -2.694 0.601
O -1.199 -0.415 3.485
O -1.354 1.302 -2.417
O -1.481 -3.668 0.682
O -0.117 1.347 2.556
O 0.381 2.536 -3.293
O 4.032 -0.430 0.660
O 2.691 -2.014 -0.050
O -1.964 -2.610 -1.124
O -1.700 3.265 -3.378
C -0.865 2.341 -3.078
C -0.893 0.221 2.413
C 1.468 -2.687 -0.111
C -1.289 4.428 -4.117
C 2.873 -1.096 0.817
C 4.348 0.818 1.251
C -1.932 -1.690 3.419
C 0.311 2.268 1.541
C -0.439 0.293 -1.898
Li -1.647 -1.836 0.457
H 0.097 -0.210 -2.756
H -2.892 -1.783 3.045
H -1.413 -2.361 2.876
H -0.990 -0.445 -1.555
H 0.368 -2.196 -0.372
H -0.314 5.048 -3.683
H 1.283 2.082 1.103
H -1.139 3.957 -5.091
H 0.255 0.657 -1.255
H 0.222 3.311 1.830
H 3.464 1.355 1.596
H -2.298 5.042 -4.231
H 1.603 -3.368 -0.938
H -0.361 2.126 0.737
H -1.847 -2.168 4.502
H 4.869 0.734 2.087
H 1.279 -3.347 0.662
H 4.922 1.532 0.677
```

E_LUMO = 4.02 eV
HOMO level = 1.66 eV
gap between HOMO and LUMO = 2.4 eV
charge = -2
multiplicity = 1

natural (NBO) population analysis, charges in e, atoms 1 to 8:
1. P 2.5329
2. O -0.6924
3. O -0.6851
4. O -1.2332
5. O -1.3442
6. O -0.4918
7. O -0.4724
8. O -1.3901

***

Record 3
Formula: H10O5
Source: OMol25
Level of theory: ωB97M-V with the def2-TZVPD basis set

XYZ file:
```
15
H10O5 | OMol25 | ωB97M-V with the def2-TZVPD basis set
O -3.866 -0.701 0.251
O 0.174 0.402 -0.535
O 1.327 -1.383 2.720
O -1.217 -2.392 -3.149
O 2.976 3.931 1.499
H 2.106 -1.025 3.146
H 2.469 4.724 1.322
H 0.769 0.939 -1.058
H -1.605 -2.217 -4.006
H 3.748 4.010 0.939
H -0.015 -0.355 -1.090
H -1.110 -3.343 -3.123
H -2.956 -0.515 0.017
H 1.007 -0.671 2.167
H -3.808 -1.403 0.899
```

E_LUMO = 0.55 eV
HOMO level = -11.21 eV
gap between HOMO and LUMO = 11.8 eV
charge = 0
multiplicity = 1

natural (NBO) population analysis, charges in e, atoms 1 to 8:
1. O -0.9384
2. O -0.9485
3. O -0.9434
4. O -0.9427
5. O -0.9347
6. H 0.4660
7. H 0.4683
8. H 0.4712

***

Record 4
Formula: C15H17AuN2S3Sb
Source: OMol25
Level of theory: ωB97M-V with the def2-TZVPD basis set

XYZ file:
```
39
C15H17AuN2S3Sb | OMol25 | ωB97M-V with the def2-TZVPD basis set
Au -0.636 -0.465 -0.505
Sb -1.239 -2.324 2.326
S -1.158 -2.640 -0.064
S 0.783 -3.386 2.994
S -0.582 -0.060 2.060
N 1.406 -0.139 -1.325
N -0.644 1.546 -1.061
C 3.610 -0.009 1.136
C 2.416 -0.165 -5.028
C 3.351 -2.634 -3.216
C 1.616 -1.065 -4.091
C 2.866 -1.304 0.833
C 4.093 -3.210 -2.202
C -0.857 3.750 -1.416
C 2.322 -1.171 -1.633
C 3.926 -2.782 -0.893
C 2.442 -1.613 -2.954
C -1.479 2.585 -0.959
C 0.433 3.393 -1.807
C 1.571 1.074 -1.733
C 0.539 2.021 -1.571
C 3.035 -1.767 -0.584
H 3.458 -2.990 -4.232
H 2.742 0.745 -4.524
H 2.514 1.353 -2.201
H 4.678 -0.116 0.945
H 3.222 -2.097 1.495
H 1.822 0.128 -5.892
H 3.238 0.809 0.521
H 1.218 -1.912 -4.656
H 3.310 -0.672 -5.388
H 3.474 0.276 2.178
H 1.805 -1.161 1.055
H 4.488 -3.246 -0.092
H 1.198 4.034 -2.207
H -1.301 4.728 -1.456
H 4.787 -4.010 -2.423
H -2.475 2.459 -0.573
H 0.748 -0.524 -3.708
```

E_LUMO (alpha / beta) = -0.05 / -3.02 eV
HOMO level (alpha / beta) = -8.16 / -8.25 eV
gap between HOMO and LUMO (alpha / beta) = 8.1 / 5.2 eV
charge = 0
multiplicity = 4

natural (NBO) population analysis, charges in e, atoms 1 to 8:
1. Au 0.9979
2. Sb 0.8886
3. S -0.6237
4. S -0.3140
5. S -0.5047
6. N -0.5160
7. N -0.5985
8. C -0.5942

***

Record 5
Formula: C36H26BF4N4O4S3Ti
Source: OMol25
Level of theory: ωB97M-V with the def2-TZVPD basis set

XYZ file:
```
79
C36H26BF4N4O4S3Ti | OMol25 | ωB97M-V with the def2-TZVPD basis set
Ti -0.025 0.114 0.332
S 3.218 3.153 1.849
S 0.362 -4.692 -2.281
S -0.744 -0.751 -1.917
F -3.630 3.235 -2.399
F -5.243 1.844 -1.521
F -3.021 1.341 -1.229
F -3.950 3.125 -0.116
O -0.396 -5.687 -1.571
O -0.030 1.727 -0.665
O 1.736 -4.980 -2.587
O 0.786 -1.093 1.624
N -1.590 1.327 1.425
N 0.236 -3.231 -1.533
N -1.715 -1.247 0.911
N 1.298 1.437 1.765
C -0.131 5.745 0.196
C -1.531 -4.305 -5.875
C -0.812 -4.949 -4.876
C -1.738 2.599 1.371
C 0.107 1.970 3.879
C 0.813 -2.412 1.599
C -0.857 3.494 0.669
C -1.616 -2.468 1.282
C 0.041 2.815 4.967
C -0.322 -4.558 1.455
C -2.697 0.581 2.021
C -2.998 -0.580 1.089
C 4.151 1.258 -0.494
C 2.389 1.795 1.154
C -1.922 -2.976 -5.731
C 2.028 -3.094 1.755
C -0.063 3.006 -0.379
C 1.994 0.061 -0.499
C 3.821 -0.568 -1.987
C -0.505 -4.216 -3.748
C 4.635 0.450 -1.506
C 2.532 -0.748 -1.500
C -0.366 -3.162 1.433
C -1.602 -2.255 -4.588
C 1.093 2.188 2.916
C 0.652 5.255 -0.852
C 0.949 3.869 5.120
C -0.898 4.868 0.930
C 2.050 -4.473 1.726
C 0.683 3.910 -1.154
C 2.863 1.047 0.001
C 1.959 4.065 4.201
C -0.410 -2.373 -2.267
C -0.883 -2.899 -3.595
C 0.879 -5.218 1.583
C 2.031 3.206 3.109
B -3.966 2.393 -1.344
H 1.237 5.944 -1.450
H 1.950 -1.560 -1.912
H -0.507 -5.982 -4.975
H -0.722 2.656 5.719
H -2.389 0.187 2.997
H 4.190 -1.234 -2.759
H 5.633 0.595 -1.899
H 2.682 4.861 4.330
H 3.002 -4.984 1.809
H 1.271 3.517 -1.972
H -3.573 1.220 2.147
H -2.486 -2.499 -6.521
H -1.551 5.228 1.717
H -2.526 -3.008 1.555
H 0.918 -6.297 1.538
H -1.793 -4.844 -6.776
H -1.905 -1.224 -4.461
H 2.933 -2.511 1.860
H -3.733 -1.259 1.531
H 4.779 2.037 -0.075
H 0.870 4.526 5.977
H -0.158 6.806 0.409
H -0.573 1.139 3.770
H -2.598 3.056 1.855
H -3.356 -0.199 0.133
H -1.241 -5.113 1.309
```

E_LUMO = 1.92 eV
HOMO level = -5.82 eV
gap between HOMO and LUMO = 7.7 eV
charge = -1
multiplicity = 1

Löwdin population analysis, charges in e, atoms 1 to 8:
1. Ti 0.9929
2. S 1.1311
3. S 0.6354
4. S 0.8708
5. F 0.1130
6. F 0.0927
7. F 0.0554
8. F 0.0699

***

Record 6
Formula: C32H69N2O21
Source: OMol25
Level of theory: ωB97M-V with the def2-TZVPD basis set

XYZ file:
```
124
C32H69N2O21 | OMol25 | ωB97M-V with the def2-TZVPD basis set
O -0.013 -5.439 4.083
O 4.685 3.165 3.673
O 1.272 -2.945 2.076
O -3.513 -3.375 4.740
O -4.932 -3.886 7.338
O 4.036 -4.238 -1.377
O -0.174 3.568 -0.062
O 1.126 -2.686 5.048
O -0.946 1.955 -4.394
O 5.270 3.108 0.051
O 3.596 2.891 -4.195
O -5.800 1.307 -0.879
O 1.617 -5.679 1.014
O -3.853 5.480 -3.354
O -1.418 3.775 -2.608
O -2.637 5.294 -0.001
O -0.475 0.261 -6.495
O 3.921 1.682 -6.584
O 5.520 1.006 -3.714
O -1.179 -6.138 1.258
O 7.445 2.257 -2.022
N 0.447 0.333 -1.054
N -0.967 -0.933 -0.058
C -7.089 1.694 -1.303
C -5.554 2.694 -2.784
C -1.701 -0.008 -0.749
C -1.708 -5.337 2.323
C -0.810 0.740 -1.426
C -2.172 -1.647 1.995
C 0.216 1.842 -4.895
C 5.026 3.691 1.337
C -2.953 -3.496 6.062
C 2.305 -2.745 4.268
C -6.963 2.094 -2.776
C -2.674 5.210 -4.097
C -4.812 1.774 -1.799
C 3.369 -4.389 -0.132
C 2.604 2.390 -4.755
C 2.858 1.511 -6.013
C 1.797 0.686 -6.457
C 1.769 0.862 -1.474
C -1.470 -2.064 0.703
C -1.343 -5.853 3.694
C 5.587 0.698 -2.329
C 7.015 0.933 -1.849
C 1.280 2.568 -4.314
C 4.554 2.662 2.333
C 2.136 -2.126 2.888
C 2.440 -5.603 -0.187
C -1.458 5.086 -3.216
C -1.224 3.574 0.885
C 0.479 0.891 -6.038
C -1.783 4.959 1.102
C 0.314 -0.701 -0.250
C -3.727 -4.502 6.860
H -0.653 3.825 -0.889
H 0.496 -3.254 4.581
H -3.973 -5.360 6.227
H 2.009 -0.024 -7.244
H -5.477 3.718 -2.429
H -7.481 2.575 -0.772
H -2.751 4.300 -4.706
H -3.079 -2.213 2.178
H -2.770 0.050 -0.668
H -2.912 6.211 0.094
H -1.386 5.771 -2.371
H -4.009 2.317 -1.304
H -4.450 0.924 -2.385
H 3.133 -2.207 4.740
H 4.886 1.356 -1.807
H -0.707 -2.824 0.804
H -2.509 6.001 -4.838
H 1.004 3.299 -3.564
H 3.522 2.396 2.090
H 7.100 0.700 -0.772
H 4.101 -4.524 0.664
H -2.937 -2.524 6.568
H -1.915 -3.805 5.937
H -3.728 5.158 -2.454
H 1.725 -5.551 -1.002
H 1.918 1.746 -0.871
H 5.941 4.116 1.786
H 7.690 0.241 -2.355
H -1.347 -4.302 2.238
H 1.512 -3.877 2.191
H -4.442 -3.142 4.868
H 2.604 -3.803 4.205
H -0.971 5.683 1.256
H 0.539 -6.214 4.193
H -2.785 -5.214 2.175
H 2.003 -6.182 1.734
H -0.332 -5.750 0.984
H -1.033 3.158 -3.286
H -2.100 -5.415 4.361
H 1.860 1.001 -2.551
H -7.688 2.868 -3.015
H 3.078 -6.486 -0.175
H -0.798 3.228 1.826
H -7.006 1.202 -3.398
H -7.783 0.872 -1.118
H 5.357 -0.367 -2.169
H 2.779 -3.497 0.107
H -1.415 -6.940 3.751
H -2.084 2.980 0.550
H 4.888 3.710 -0.598
H -2.408 -0.584 2.007
H 4.969 1.826 -3.843
H -2.367 5.005 2.037
H 3.865 2.931 4.112
H -5.444 -4.622 7.688
H 4.378 4.566 1.234
H -2.218 -2.535 0.055
H -3.130 -4.883 7.699
H 5.127 1.734 2.184
H 3.394 -4.039 -2.067
H -1.446 -1.821 2.794
H 1.595 -1.187 2.986
H 3.135 -2.046 2.445
H -0.956 1.486 -2.204
H 2.477 0.069 -1.231
H -5.150 2.607 -3.790
H 6.728 2.854 -1.798
H -0.588 5.229 -3.872
H 1.076 -1.374 0.103
```

E_LUMO = 0.82 eV
HOMO level = -2.97 eV
gap between HOMO and LUMO = 3.8 eV
charge = -1
multiplicity = 1

Löwdin population analysis, charges in e, atoms 1 to 8:
1. O -0.0697
2. O -0.0651
3. O -0.1247
4. O -0.0831
5. O -0.0652
6. O -0.0485
7. O -0.0840
8. O -0.0649

***

Number 1 is which compound?
C3H7N3O